This record from the OMol25 dataset describes a 4-piece molecular cluster, C2H11O3S overall at a distorted geometry. The level of theory is wB97M-V/def2-TZVPD.

XYZ file:
```
17
C2H11O3S | the OMol25 dataset | wB97M-V/def2-TZVPD
C -0.32 1.66 -0.58
C -1.49 0.78 -0.98
S -1.51 -0.98 -0.53
H 0.45 1.10 -0.05
H 0.21 2.20 -1.37
H -0.69 2.43 0.11
H -2.35 1.27 -0.48
H -1.68 0.82 -2.06
H -0.32 -0.64 1.48
H -0.09 -0.53 3.08
O 0.31 -0.68 2.23
H 2.04 0.00 1.81
H 3.05 0.85 1.19
O 2.46 0.87 1.96
H -0.38 -3.71 -1.94
H -0.11 -2.28 -1.92
O 0.41 -3.15 -1.94
```

Output
ΔE to the lowest compared entry with this formula, charge and spin: 85.4 kJ/mol
HOMO: -3.166 eV
Charge: -1
LUMO: 3.8 eV
Kohn-Sham gap: 7.00 eV